{
  "formula": "C51H99F3N5O6",
  "method": "ωB97M-V/def2-TZVPD",
  "symbols": ["C", "C", "C", "C", "C", "C", "C", "C", "C", "C", "C", "N", "C", "C", "C", "F", "F", "F", "C", "O", "O", "H", "H", "H", "H", "H", "H", "H", "H", "H", "H", "H", "H", "H", "H", "H", "H", "H", "H", "H", "H", "H", "H", "H", "H", "H", "H", "H", "C", "C", "C", "C", "C", "C", "N", "O", "C", "C", "C", "H", "H", "H", "H", "H", "H", "H", "H", "H", "H", "H", "H", "H", "H", "H", "H", "H", "H", "C", "C", "C", "C", "C", "C", "N", "O", "C", "C", "C", "H", "H", "H", "H", "H", "H", "H", "H", "H", "H", "H", "H", "H", "H", "H", "H", "H", "H", "C", "C", "C", "C", "C", "C", "N", "O", "C", "C", "C", "H", "H", "H", "H", "H", "H", "H", "H", "H", "H", "H", "H", "H", "H", "H", "H", "H", "H", "C", "C", "C", "C", "C", "C", "N", "O", "C", "C", "C", "H", "H", "H", "H", "H", "H", "H", "H", "H", "H", "H", "H", "H", "H", "H", "H", "H", "H"],
  "positions_angstrom": [[-2.195595, -2.180878, -1.377537], [-1.316588, -3.372501, -1.752586], [0.123258, -2.880067, -2.016592], [1.115504, -3.135501, -0.854685], [1.714874, -1.795293, -0.416561], [2.936551, -1.946551, 0.477287], [3.672524, -0.620951, 0.827051], [3.291613, 0.589718, -0.030990], [3.993852, 0.569572, -1.406087], [4.143092, 2.005660, -1.949086], [4.186103, 2.084419, -3.479571], [5.009228, 0.921260, -3.946453], [2.829255, 1.931963, -4.162044], [1.873114, 3.105016, -4.026493], [1.078836, 3.184613, -2.733455], [1.502737, 4.172069, -1.927869], [1.053756, 2.037025, -2.043492], [-0.236930, 3.466580, -2.991092], [4.941896, 3.342232, -3.987673], [5.888013, 3.782189, -3.277655], [4.583061, 3.785862, -5.111556], [-2.095649, -1.382888, -2.106532], [-1.883013, -1.762199, -0.421834], [-3.244166, -2.461488, -1.320419], [-1.372232, -4.116592, -0.965164], [-1.709437, -3.745184, -2.697002], [0.524062, -3.278061, -2.945355], [0.057886, -1.805179, -2.155827], [1.891909, -3.806988, -1.216326], [0.629909, -3.649163, -0.025634], [1.956969, -1.251594, -1.321396], [0.947131, -1.278836, 0.157154], [2.579364, -2.376206, 1.415486], [3.644403, -2.666269, 0.076435], [3.539456, -0.384648, 1.881746], [4.732004, -0.793095, 0.656991], [2.219077, 0.742193, -0.115255], [3.682378, 1.472082, 0.479532], [4.994687, 0.206770, -1.201780], [3.481176, -0.079638, -2.105482], [5.111531, 2.373400, -1.620307], [3.399533, 2.659275, -1.507881], [4.897839, 0.893663, -4.953826], [5.970685, 1.194798, -3.766997], [3.036392, 1.834489, -5.223372], [2.373774, 0.992405, -3.848646], [1.116693, 3.014628, -4.801937], [2.365388, 4.054572, -4.197961], [-3.974123, 0.823938, 2.875114], [-2.436084, 0.671626, 2.947468], [-1.947660, 1.064095, 4.342924], [-1.982049, 2.570106, 4.597488], [-1.242188, 3.322854, 3.491805], [-1.720810, 2.961555, 2.087086], [-1.777119, 1.484666, 1.884191], [-0.578479, 1.036023, 1.686226], [-3.103290, 3.593608, 1.831039], [-0.801326, 3.616109, 1.061648], [-2.163771, -0.809833, 2.723072], [-4.466589, -0.081475, 3.229276], [-4.355806, 1.635194, 3.494009], [-4.306071, 0.986002, 1.849421], [-0.919290, 0.714331, 4.479445], [-2.550480, 0.548764, 5.094536], [-3.013460, 2.926530, 4.677641], [-1.513994, 2.787922, 5.560583], [-1.348894, 4.397673, 3.652634], [-0.172592, 3.105228, 3.582125], [-3.513350, 3.255037, 0.878926], [-3.012713, 4.679302, 1.783530], [-3.833968, 3.386496, 2.610513], [0.243424, 3.347194, 1.208600], [-0.864142, 4.701604, 1.146136], [-1.082058, 3.344784, 0.043031], [-2.493021, -1.126806, 1.732356], [-2.699525, -1.407625, 3.460870], [-1.109102, -1.059859, 2.828213], [6.411866, -7.237271, 0.693360], [5.044065, -6.783327, 0.130471], [4.372408, -7.950083, -0.595665], [5.012217, -8.275400, -1.945185], [5.101275, -7.024601, -2.819557], [5.784665, -5.847083, -2.124362], [5.213021, -5.604718, -0.767423], [4.079592, -4.993455, -0.887825], [7.301769, -6.101726, -2.033158], [5.647536, -4.598316, -2.991643], [4.209911, -6.406753, 1.351311], [6.291163, -7.689949, 1.677234], [6.903651, -7.987853, 0.075924], [7.088900, -6.391371, 0.813440], [3.316167, -7.714656, -0.761509], [4.393659, -8.834507, 0.045678], [6.003939, -8.715756, -1.806918], [4.415660, -9.033750, -2.457039], [5.635629, -7.256656, -3.743254], [4.088324, -6.733514, -3.115250], [7.789183, -5.329228, -1.437361], [7.743417, -6.077147, -3.029339], [7.561289, -7.071180, -1.613020], [4.610377, -4.373996, -3.233352], [6.173835, -4.747991, -3.934039], [6.078927, -3.725802, -2.499810], [4.657327, -5.568479, 1.888060], [4.156418, -7.256496, 2.031821], [3.187483, -6.139613, 1.089314], [-7.569797, -3.511695, -5.930137], [-6.605776, -3.839100, -4.765126], [-6.838640, -5.274719, -4.291475], [-8.131999, -5.451300, -3.497937], [-8.205719, -4.445933, -2.350206], [-7.993811, -2.999623, -2.797431], [-6.777584, -2.857808, -3.651810], [-5.724858, -2.877800, -2.899705], [-9.241755, -2.496490, -3.548515], [-7.887324, -2.102693, -1.567764], [-5.204047, -3.730593, -5.357984], [-7.141104, -3.823218, -6.881940], [-8.528954, -4.022115, -5.851755], [-7.753887, -2.439490, -6.000427], [-6.000288, -5.589656, -3.661990], [-6.842577, -5.943019, -5.155484], [-9.003415, -5.349198, -4.151086], [-8.176228, -6.465201, -3.094768], [-9.171920, -4.529719, -1.847655], [-7.447987, -4.710397, -1.605819], [-9.065261, -1.508641, -3.975770], [-10.082411, -2.412407, -2.859445], [-9.571738, -3.158460, -4.345627], [-7.105979, -2.429933, -0.884191], [-8.828043, -2.122851, -1.017782], [-7.683810, -1.069085, -1.850991], [-5.000108, -2.714449, -5.699130], [-5.118236, -4.399424, -6.213856], [-4.429385, -4.016203, -4.648597], [0.947246, 10.056773, 4.242956], [1.216512, 9.323900, 5.578354], [2.422345, 8.394331, 5.421243], [2.122725, 7.145179, 4.593796], [0.897630, 6.415027, 5.139114], [-0.328285, 7.314802, 5.292946], [-0.000107, 8.576669, 6.019959], [0.082707, 8.330421, 7.288854], [-0.918155, 7.630471, 3.904654], [-1.433421, 6.546040, 6.014674], [1.559470, 10.422427, 6.579608], [1.549989, 10.961569, 4.173088], [1.198891, 9.461110, 3.367168], [-0.096254, 10.363065, 4.164066], [2.770506, 8.080589, 6.410859], [3.246819, 8.947332, 4.965992], [1.974928, 7.404967, 3.542328], [2.983916, 6.475544, 4.617936], [0.651566, 5.574449, 4.486662], [1.157997, 5.980701, 6.110119], [-1.722469, 8.363625, 3.981898], [-1.337918, 6.726339, 3.462777], [-0.187209, 8.000359, 3.190109], [-1.109731, 6.150537, 6.976241], [-1.744486, 5.693243, 5.412352], [-2.310441, 7.172842, 6.184751], [0.716093, 11.100706, 6.721929], [2.402607, 11.003037, 6.207093], [1.848128, 10.024115, 7.550786]],
  "forces_ev_per_angstrom": [[-0.039, -0.171, 0.323], [0.124, 1.086, -0.775], [-0.211, -0.417, 0.819], [0.002, 0.347, -0.725], [0.234, -0.971, 0.417], [-0.035, 0.401, 0.508], [-0.528, -0.228, -0.468], [0.822, 0.041, -0.068], [-0.629, 0.925, 0.859], [0.372, -0.625, -0.330], [0.188, -0.415, 0.089], [-0.292, 0.219, 0.103], [0.416, 0.012, 0.121], [-0.562, -0.252, 0.149], [-0.150, 0.075, -0.832], [0.022, -0.087, 0.402], [0.038, -0.018, 0.342], [0.026, 0.117, 0.080], [0.486, 1.292, -0.193], [-0.588, -0.603, -0.255], [-0.027, -0.278, 0.277], [-0.040, 0.071, -0.205], [-0.008, 0.053, 0.149], [-0.186, 0.024, 0.083], [0.084, -0.368, -0.097], [-0.160, -0.527, 0.088], [0.003, -0.192, -0.086], [0.041, 0.194, -0.171], [0.232, -0.013, 0.145], [-0.119, 0.027, 0.158], [0.001, 0.320, -0.040], [-0.143, 0.462, -0.236], [0.048, -0.231, 0.105], [-0.008, -0.109, -0.303], [-0.065, 0.003, 0.116], [0.270, 0.068, 0.242], [-0.153, -0.081, -0.022], [-0.041, 0.148, 0.147], [0.170, -0.464, -0.381], [0.102, -0.199, -0.169], [0.043, 0.264, 0.095], [-0.195, 0.179, -0.111], [0.251, 0.036, -0.105], [0.127, -0.132, -0.072], [0.002, 0.065, -0.184], [-0.182, -0.028, 0.145], [-0.110, -0.031, -0.128], [0.283, 0.075, 0.053], [-0.123, 0.199, -0.035], [-1.626, -0.544, 0.236], [0.377, 0.377, 0.179], [-0.018, 0.016, -0.077], [0.158, -0.417, 0.523], [-1.062, 1.384, -0.576], [1.854, -0.055, 1.294], [-0.215, -0.155, -0.611], [-0.271, -0.115, 0.198], [0.491, -0.324, -0.187], [0.525, -0.263, -0.229], [0.138, -0.067, 0.040], [0.037, 0.056, -0.077], [0.040, 0.016, -0.011], [0.012, -0.025, -0.144], [-0.073, -0.086, -0.102], [-0.007, -0.021, -0.044], [-0.016, -0.002, 0.004], [-0.044, 0.032, -0.211], [-0.004, -0.081, -0.143], [0.034, -0.034, -0.007], [0.146, -0.010, -0.020], [0.014, -0.067, -0.035], [-0.044, -0.151, -0.049], [-0.148, 0.002, 0.101], [0.017, -0.048, 0.011], [0.007, 0.044, -0.016], [-0.150, 0.166, 0.060], [0.024, 0.126, -0.137], [0.198, -0.030, -0.126], [1.003, -0.714, 1.207], [-0.185, -0.061, -0.523], [0.047, 0.087, 0.020], [-0.414, -0.346, 0.194], [1.634, 0.131, -0.629], [-1.896, -0.608, -0.916], [0.264, 0.472, 0.323], [0.097, -0.244, 0.187], [-0.439, 0.259, 0.113], [-0.391, 0.383, -0.091], [-0.156, 0.010, -0.007], [0.023, 0.082, -0.059], [-0.021, 0.020, -0.035], [0.027, 0.141, 0.034], [0.053, 0.076, 0.120], [0.009, 0.039, 0.027], [0.009, -0.011, 0.011], [0.085, 0.116, 0.006], [0.008, 0.118, 0.093], [-0.040, 0.018, 0.017], [-0.118, 0.070, -0.056], [-0.035, 0.037, 0.057], [-0.009, 0.024, 0.138], [0.080, -0.117, 0.041], [-0.031, -0.001, 0.028], [-0.003, 0.020, -0.035], [0.129, -0.083, -0.058], [0.077, 0.118, -0.086], [-0.234, 0.053, 0.032], [-0.430, 0.040, -1.683], [-0.123, -0.204, 0.507], [-0.007, 0.088, -0.020], [0.295, -0.455, -0.099], [-1.534, 0.776, -0.081], [0.843, -1.628, 1.282], [0.118, 0.639, -0.159], [-0.072, -0.125, -0.263], [0.486, 0.053, 0.194], [0.391, 0.146, 0.370], [0.124, -0.065, 0.069], [-0.016, 0.071, 0.065], [0.008, 0.002, 0.040], [0.046, 0.136, 0.007], [0.048, 0.110, -0.099], [0.018, 0.040, -0.011], [-0.007, -0.003, -0.015], [-0.023, 0.144, 0.003], [0.082, 0.116, -0.044], [0.047, -0.005, -0.001], [0.087, -0.008, 0.116], [0.071, 0.025, -0.022], [0.085, 0.027, -0.113], [-0.086, -0.062, -0.108], [0.031, -0.017, -0.028], [-0.009, 0.008, 0.028], [-0.156, -0.018, -0.028], [-0.061, 0.119, 0.079], [-0.119, -0.099, -0.186], [0.257, 1.263, -1.131], [0.037, -0.552, 0.087], [-0.099, 0.085, -0.012], [0.543, 0.023, 0.190], [-1.100, -0.364, -1.379], [1.430, -1.277, 1.203], [-0.552, 0.404, 0.072], [0.167, 0.197, -0.196], [0.022, 0.045, 0.607], [-0.140, -0.119, 0.536], [0.078, -0.033, 0.130], [-0.083, -0.039, 0.023], [-0.009, -0.033, 0.022], [-0.122, 0.050, 0.058], [-0.074, 0.139, 0.008], [-0.019, 0.015, 0.012], [0.004, 0.009, -0.021], [-0.151, 0.041, -0.007], [-0.105, 0.107, 0.078], [0.012, 0.015, 0.039], [0.010, -0.065, 0.115], [-0.008, 0.039, 0.047], [0.058, 0.151, 0.030], [0.071, 0.052, -0.151], [0.038, 0.056, -0.012], [-0.015, -0.024, -0.002], [-0.011, -0.045, -0.156], [-0.138, -0.063, -0.010]],
  "mulliken_charge": [-1.0262, -0.4280, -0.6156, -0.0433, 0.5873, 0.0147, -1.5014, -0.4090, -0.0712, -1.8940, 1.6531, -0.8061, -1.5218, -1.2079, 1.0585, -0.2938, -0.1222, -0.3682, 0.2149, -0.7705, -0.7541, 0.3712, 0.0738, 0.3112, 0.4091, 0.1452, 0.5286, 0.0311, -0.2298, 0.4576, -0.1984, -0.0857, 0.3396, -0.3412, 0.3261, 0.4749, 0.0701, 0.7357, 0.3618, 0.2381, 0.5719, 0.3305, 0.3185, 0.3288, 0.6362, 0.3463, 0.3157, 0.4843, -1.9188, 2.0990, -1.6516, -0.6818, 0.4106, 2.0162, 0.4298, -0.4541, -1.9665, -2.4151, -1.9590, 0.5237, 0.2993, 0.3400, 0.4291, 0.3739, 0.3388, 0.4702, -1.2433, 0.5533, 0.3832, 0.4903, 0.3483, 0.4444, 0.4013, 0.5847, 0.4000, 0.4892, 0.3587, -1.8473, 1.9483, -1.2724, -0.4971, -1.2459, 1.8465, 0.0292, -0.0818, -1.7323, -2.0961, -1.9985, 0.4927, 0.3065, 0.3536, 0.3647, 0.3496, 0.3137, 0.3813, 0.3959, 0.3279, 0.3802, 0.4555, 0.3026, 0.2911, 0.4607, 0.5153, 0.4532, 0.4966, 0.2814, -1.8858, 1.9628, -1.2648, -0.4694, -1.2641, 1.7687, 0.2099, -0.4146, -1.7389, -1.9051, -1.8418, 0.4932, 0.3170, 0.3408, 0.3712, 0.3485, 0.3094, 0.3830, 0.3842, 0.3517, 0.3732, 0.4484, 0.3037, 0.3577, 0.4256, 0.4516, 0.4520, 0.4663, 0.2626, -1.8434, 1.8139, -1.2985, -0.7296, -0.5493, 1.8026, 0.4257, -0.6069, -1.3776, -1.5918, -1.8883, 0.4957, 0.3094, 0.3271, 0.4007, 0.3640, 0.3036, 0.4600, -0.2604, 0.5451, 0.4096, 0.0676, 0.2143, 0.3726, 0.2033, 0.4645, 0.4417, 0.4487, 0.3634],
  "spin_multiplicity": 5,
  "total_charge": -1,
  "gap_ha": [0.2271, 0.2132],
  "energy_ha": -3027.2997,
  "homo_ev": [-4.349, -4.349],
  "fmax_ha_per_bohr": 0.0440
}